1.
# C35H42BrCsN4O2P2S3

C35H42BrCsN4O2P2S3 as an isolated structure in a non-equilibrium geometry (wB97M-V/def2-TZVPD, OMol25).

Computed properties:
charge	-2
energy above the lowest of the compared OMol25 structures with the same formula, charge and spin	17.58	kcal per mole

```
90
C35H42BrCsN4O2P2S3 | OMol25 | wB97M-V/def2-TZVPD
Cs -0.22 -0.86 -1.11
Br 1.73 -0.40 -5.21
S -5.02 0.99 -2.57
S -2.07 1.21 -2.86
S -3.32 -1.43 -2.10
P -1.11 2.35 0.53
P 0.42 0.02 2.28
O 4.69 -4.93 -1.77
O 1.47 -2.57 -0.36
N -1.42 3.61 2.99
N 0.24 1.81 4.36
N 2.00 -2.73 -3.19
N 2.26 -3.74 -2.28
C -0.10 1.60 3.12
C -0.87 -1.15 3.01
C -0.24 2.93 4.98
C -1.09 -1.10 -6.64
C 2.54 -4.65 1.16
C 1.01 -2.88 -3.96
C -0.93 -1.17 4.53
C -2.22 0.68 -8.44
C 0.61 -1.91 -4.97
C -2.48 0.80 -7.08
C 4.13 -6.42 1.50
C 4.14 -5.16 -0.55
C -2.23 -0.75 2.45
C -0.56 5.16 0.30
C 3.07 -4.37 -0.09
C -0.40 4.29 6.96
C -0.50 -2.55 2.49
C -3.49 0.25 -2.54
C 4.67 -6.18 0.24
C 1.92 -0.38 3.26
C -1.12 3.80 4.31
C 2.53 -3.18 -0.89
C -1.65 4.91 5.00
C 1.36 3.57 0.57
C -2.82 2.94 0.30
C -0.90 2.58 2.38
C -1.92 -0.09 -6.18
C -1.40 -0.34 -8.90
C 0.09 3.64 -1.56
C -0.52 -2.05 -5.65
C -1.30 5.15 6.30
C -0.83 -1.23 -8.00
C -0.03 3.77 -0.04
C 3.06 -5.67 1.96
C 0.12 3.20 6.32
H 1.74 2.57 0.38
H 2.23 -1.39 2.98
H -0.13 4.49 7.99
H 0.17 5.92 -0.02
H -3.04 3.89 0.80
H 1.36 3.74 1.66
H -0.73 5.28 1.37
H 0.75 4.43 -1.94
H 4.00 -4.40 -2.26
H 2.72 0.30 2.94
H 1.46 -4.37 -2.20
H 4.55 -7.21 2.11
H -3.12 1.59 -6.70
H 5.50 -6.76 -0.14
H 0.81 2.51 6.80
H -1.20 -0.21 4.95
H 1.79 -0.30 4.33
H -1.10 -2.93 -5.41
H -1.68 -1.90 4.84
H -2.33 5.55 4.45
H -1.71 6.00 6.82
H -0.18 -2.02 -8.35
H -1.49 5.36 -0.22
H 0.40 -2.93 2.99
H -0.31 -2.57 1.42
H -0.88 3.71 -2.06
H 3.40 -2.51 -1.08
H 0.35 -3.75 -3.88
H -1.32 -3.24 2.71
H 2.63 -5.87 2.93
H 1.72 -4.03 1.48
H -2.11 0.04 -5.12
H -2.52 0.27 2.74
H -3.00 -1.43 2.85
H 2.06 4.29 0.13
H 0.50 2.67 -1.85
H -1.19 -0.43 -9.96
H 0.02 -1.48 4.97
H -3.50 2.17 0.66
H -2.29 -0.81 1.36
H -3.00 3.00 -0.78
H -2.66 1.38 -9.14
```

***

2.
# C35H42N6O4S2Ti

C35H42N6O4S2Ti as an isolated structure in a non-equilibrium geometry (wB97M-V/def2-TZVPD, OMol25).

Computed properties:
charge	+2
energy above the lowest of the compared OMol25 structures with the same formula, charge and spin	62.73	kcal per mole

```
90
C35H42N6O4S2Ti | OMol25 | wB97M-V/def2-TZVPD
Ti 12.29 -18.27 2.20
S 10.54 -15.76 0.61
S 13.24 -19.43 4.56
O 13.43 -18.02 4.14
O 14.47 -20.12 4.62
O 10.18 -21.01 3.34
O 12.70 -16.48 2.13
N 9.18 -13.93 1.68
N 11.70 -19.60 0.53
N 12.20 -19.97 3.49
N 10.08 -18.40 2.26
N 14.14 -18.90 1.21
N 11.46 -13.42 1.93
C 15.46 -18.60 1.52
C 10.45 -14.23 1.50
C 13.04 -16.44 -0.35
C 16.51 -19.38 1.08
C 12.16 -16.60 0.95
C 12.29 -21.12 -1.13
C 11.05 -20.39 5.54
C 12.66 -20.23 -0.13
C 8.01 -18.00 3.25
C 10.39 -19.87 0.40
C 9.50 -19.09 1.25
C 7.39 -18.61 2.21
C 8.83 -12.58 2.27
C 12.84 -13.34 1.34
C 9.34 -17.79 3.20
C 12.17 -19.74 6.05
C 8.61 -10.13 2.02
C 13.76 -12.01 3.39
C 12.64 -11.36 4.18
C 16.33 -20.46 0.26
C 9.04 -11.44 1.31
C 15.04 -20.70 -0.14
C 7.14 -9.89 2.06
C 12.31 -19.48 7.42
C 14.01 -19.95 0.33
C 15.79 -17.39 2.32
C 10.00 -17.00 4.26
C 11.01 -20.49 4.02
C 10.11 -20.95 6.37
C 11.21 -19.85 8.16
C 10.98 -21.42 -1.31
C 13.63 -12.16 1.81
C 9.98 -20.79 -0.59
C 8.13 -19.14 1.18
C 10.16 -20.65 7.73
H 8.47 -14.49 1.31
H 14.05 -16.97 -0.19
H 14.62 -12.36 1.51
H 6.30 -18.78 2.21
H 13.21 -19.00 7.90
H 9.29 -16.29 4.72
H 11.10 -12.74 2.61
H 12.44 -16.89 -1.15
H 7.66 -19.70 0.38
H 10.27 -17.57 5.15
H 11.67 -11.90 4.21
H 13.38 -14.27 1.57
H 14.76 -21.50 -0.83
H 16.51 -16.87 1.68
H 13.32 -11.29 1.35
H 9.16 -9.33 1.63
H 7.81 -12.58 2.64
H 17.41 -19.02 1.56
H 6.55 -10.72 2.37
H 9.45 -12.44 3.17
H 17.28 -21.06 -0.05
H 7.03 -9.05 2.74
H 13.96 -12.98 3.73
H 14.69 -11.42 3.50
H 9.43 -20.98 8.38
H 8.93 -10.25 3.04
H 13.05 -21.68 -1.59
H 13.11 -15.37 -0.46
H 12.84 -13.41 0.20
H 7.47 -17.49 4.02
H 10.88 -16.36 3.99
H 14.97 -16.73 2.55
H 10.81 -22.20 -2.14
H 8.95 -21.11 -0.70
H 8.47 -11.62 0.42
H 12.26 -10.46 3.60
H 16.26 -17.70 3.19
H 9.24 -21.58 6.06
H 12.96 -11.17 5.19
H 6.71 -9.68 1.05
H 11.29 -19.59 9.18
H 10.06 -11.37 0.98
```